1.
# C4H9NO

A molecular structure, C4H9NO at a distorted geometry (wB97M-V/def2-TZVPD, OMol25).

The HOMO-LUMO gap comes out at 7.94 eV.

Atoms and positions in Å:
O: 0.7125 0.1455 0.7358
N: 1.7956 0.5456 -1.2396
C: 0.6917 0.0993 -0.4917
C: -1.6567 -0.4736 -0.5572
C: -2.2058 0.6316 0.3024
C: -0.4281 -0.3482 -1.2498
H: 2.6079 0.7196 -0.6731
H: 1.6244 1.2931 -1.8893
H: -1.5381 1.4520 0.5086
H: -3.2710 0.5988 0.4451
H: 3.2809 -1.7499 3.4970
H: -0.4076 -0.5539 -2.3079
H: 2.8036 -1.2253 3.3847
H: -2.4336 -0.8615 -1.2196
H: -1.5756 -0.2730 0.7545

Cartesian forces, eV/Å:
0.013 -0.457 -0.150
0.126 -0.478 0.199
1.066 1.589 -0.134
-0.016 4.259 -5.991
1.529 -2.697 0.071
-1.934 -1.041 1.780
0.002 0.197 0.254
-0.175 -0.124 -0.313
-0.262 0.192 0.026
0.102 0.029 0.457
0.624 -0.680 0.158
0.337 -0.782 0.154
-0.630 0.682 -0.169
-0.109 -0.916 0.754
-0.674 0.227 2.905

---

2.
# C11H15N

2 unconnected molecules or ions with the total composition C11H15N (wB97M-V/def2-TZVPD, OMol25).

Its total charge is -1. The spin multiplicity is 2. The HOMO-LUMO gap (spin up / spin down) comes out at 2.79 / 6.23 eV.

Atoms and positions in Å:
N: 0.2706 -1.2002 1.3509
C: 1.8058 -0.0496 0.2050
C: 1.3319 -0.9580 2.2295
C: 1.6780 0.3763 -2.1992
C: 0.5644 -0.7273 0.1026
C: -3.2283 0.6789 -0.0604
C: -4.5687 0.6102 -0.8026
C: 0.4412 -0.2660 -2.2600
C: 2.2907 -0.2568 1.5166
C: 2.3667 0.5142 -0.9953
C: -0.1859 -0.7499 -1.0743
C: 3.6530 0.1688 1.9566
H: -5.4037 0.6349 -0.0890
H: -4.6740 -0.3511 -1.2859
H: -3.3015 1.4264 0.7318
H: -0.0270 -0.3559 -3.2344
H: -4.7326 1.4549 -1.4687
H: -2.3920 0.8503 -0.7316
H: -1.1993 -1.1261 -1.1441
H: 3.3220 1.0270 -0.9159
H: -3.0043 -0.2755 0.4232
H: 3.8070 1.2556 1.8831
H: 2.0831 0.7600 -3.1270
H: 3.8818 -0.1311 2.9765
H: 4.3940 -0.2161 1.2406
H: -0.5809 -1.6853 1.5667
H: 1.4080 -1.4085 3.2051

Cartesian forces, eV/Å:
-0.213 -0.389 0.060
-0.177 -0.797 -0.556
0.240 0.184 0.087
-0.652 -0.419 -0.001
-0.001 0.923 0.228
-0.489 -0.185 0.077
-0.198 -0.092 0.940
0.602 0.599 -0.135
0.032 0.258 -0.126
0.632 0.344 0.608
-0.353 -0.434 -0.478
0.090 0.354 -0.473
0.129 0.064 0.027
0.022 -0.037 -0.667
0.386 0.126 -0.155
-0.204 -0.041 0.103
0.144 -0.163 -0.286
0.079 0.299 0.075
0.052 -0.226 0.241
-0.048 0.011 -0.246
-0.118 0.049 0.037
-0.283 -0.032 0.175
0.206 0.077 -0.023
0.130 -0.157 0.041
0.050 -0.266 0.340
0.143 -0.044 0.077
-0.201 -0.006 0.031

---

3.
# C4H10NOS

A gas-phase ion, C4H10NOS (charge -1) at a distorted geometry (wB97M-V/def2-TZVPD, OMol25).

Its total charge is -1. The HOMO-LUMO gap comes out at 5.62 eV. The SMILES is N[C@@H](C[O-])CCS.

Atoms and positions in Å:
S: 2.3692 -1.3367 -1.0868
O: -2.3093 2.0908 1.3770
N: -1.5626 0.5911 -0.7359
C: -1.1889 1.3758 1.6487
C: 0.5467 -1.3180 -0.6009
C: 0.0899 -0.5740 0.6156
C: -0.5202 0.8284 0.3077
H: -2.3323 0.2780 -0.1441
H: -0.4502 2.0291 2.1287
H: 0.1947 -2.3511 -0.6285
H: 0.9003 -0.3828 1.3545
H: 2.2588 -1.5921 -2.4055
H: 0.0101 -0.9234 -1.4728
H: -0.5643 -1.2447 1.1893
H: -1.8995 1.5235 -0.9518
H: -1.3216 0.4758 2.3005
H: 0.3067 1.3748 -0.1763

Cartesian forces, eV/Å:
-0.525 0.184 0.603
-0.033 -0.467 0.294
0.333 0.330 0.699
-0.343 1.279 -1.409
0.021 -0.876 -2.125
1.045 0.809 1.104
-0.312 -2.213 -0.106
-0.285 -0.061 -0.228
0.735 -0.081 0.468
0.397 -0.168 0.502
-0.073 -0.209 -0.458
-0.266 0.073 0.251
0.270 0.372 0.242
-0.392 0.402 -0.294
-0.109 0.166 -0.037
-0.097 0.015 0.038
-0.367 0.443 0.457

---

4.
# C43H30N8OPb

A molecular structure, C43H30N8OPb (wB97M-V/def2-TZVPD, OMol25).

The HOMO-LUMO gap (spin up / spin down) comes out at 5.06 / 5.03 eV.

Atoms and positions in Å:
Pb: -0.2050 0.5974 0.2222
O: 0.3196 4.5713 0.6456
N: 1.3763 0.0508 1.8773
N: 1.7437 1.9178 -0.2434
N: 0.7245 -2.1925 2.4026
N: 2.7582 1.9915 1.9555
N: -0.4107 -2.1040 -2.2306
N: 1.4933 2.1541 -2.6459
N: 0.0348 -1.7566 0.1244
N: 0.3230 0.1730 -1.9952
C: -3.5791 2.1875 0.4691
C: -3.6173 -1.4600 1.6588
C: 2.6831 0.6504 6.2621
C: 4.0919 3.8359 -2.2954
C: 3.3100 3.1693 -1.3599
C: 1.5773 -0.6021 4.0736
C: 4.8934 3.6522 0.4198
C: 2.2098 0.6374 3.9390
C: 0.1589 -5.0562 -1.4387
C: -0.9565 -1.1433 -5.1567
C: -3.5408 -0.2123 0.7957
C: 0.1085 -3.9088 -0.6581
C: 5.2692 4.4125 -1.8530
C: 0.7965 -6.2805 0.5568
C: 0.6785 1.1459 -2.8767
C: 0.2004 1.4239 -5.4328
C: -0.3655 0.7719 -6.5172
C: 0.7813 -5.1305 1.3274
C: 5.6694 4.3165 -0.5134
C: -0.1450 3.6344 0.2287
C: -3.7121 1.0738 1.2932
C: 0.4924 -6.2435 -0.8101
C: -4.7161 -2.4043 1.1576
C: 3.6988 3.0945 -0.0190
C: -0.1264 -2.5118 -0.9922
C: -3.8352 -1.1692 3.1407
C: -0.9384 -0.4960 -6.3826
C: 0.4310 -3.9401 0.7038
C: 1.1242 -0.9832 2.7290
C: 2.0478 -0.5856 6.3985
C: 2.0894 2.3863 -1.4759
C: -0.3919 -0.4897 -4.0733
C: 0.3976 -2.5582 1.1598
C: -3.1030 3.2557 -1.7697
C: 2.7733 1.2791 5.0287
C: -0.2239 -0.8782 -2.6693
C: 0.1760 0.7821 -4.2047
C: -3.1378 0.7650 -1.3885
C: 2.1053 0.9984 2.5193
C: 2.6968 2.2839 0.6558
C: 1.4874 -1.2296 5.3045
C: -3.2850 2.0546 -0.8805
C: -3.2551 -0.3434 -0.5641
H: -1.3689 -0.9818 -7.2485
H: -4.7327 -3.3131 1.7613
H: -3.0825 -0.4854 3.5358
H: -2.6545 -1.9760 1.5544
H: 1.0662 -7.2247 1.0118
H: -1.3954 -2.1242 -5.0304
H: -3.5966 3.1104 -2.7309
H: -3.1233 -1.3331 -0.9886
H: -2.9343 0.6279 -2.4460
H: 5.9053 4.9367 -2.5544
H: 0.6450 2.4051 -5.5342
H: 5.1910 3.5566 1.4554
H: 0.5412 -7.1588 -1.3857
H: 3.7833 3.8921 -3.3307
H: 0.9925 -2.1869 5.4003
H: -0.3541 1.2449 -7.4906
H: 2.0046 -1.0556 7.3724
H: -4.8250 -0.7390 3.3096
H: -3.5052 4.1542 -1.3032
H: -4.5617 -2.6904 0.1178
H: 1.0401 -5.1508 2.3777
H: -0.0472 -5.0063 -2.4995
H: -3.7761 -2.0986 3.7075
H: -5.6923 -1.9220 1.2395
H: -3.7067 3.1772 0.8931
H: -3.9512 1.2282 2.3368
H: 3.2702 2.2324 4.9074
H: 6.6125 4.7533 -0.2117
H: 3.1197 1.1170 7.1356
H: -2.0407 3.4231 -1.9647

Cartesian forces, eV/Å:
-0.729 0.280 0.374
0.026 -0.013 0.034
0.214 -0.304 -0.102
0.523 -0.523 -0.131
-0.160 0.090 0.190
-0.082 0.117 0.245
-0.111 0.107 -0.107
-0.150 0.079 -0.151
0.320 -0.056 -0.104
0.252 -0.344 0.035
0.018 -0.046 0.007
-0.141 0.032 0.038
0.040 -0.007 0.018
-0.023 0.016 -0.015
0.001 0.059 0.084
0.048 0.121 0.087
-0.072 0.051 0.004
-0.142 -0.078 0.088
-0.083 -0.035 0.036
0.032 -0.061 0.060
0.067 -0.079 0.031
0.061 0.065 0.049
-0.005 -0.003 -0.041
0.003 0.035 0.051
0.203 0.097 0.187
0.073 0.104 0.021
0.029 -0.038 -0.028
-0.012 -0.053 0.055
0.024 -0.050 0.056
-0.316 0.701 -0.001
0.000 0.027 -0.013
0.027 0.025 -0.080
0.095 0.006 0.032
0.011 -0.052 -0.030
-0.055 -0.065 0.045
0.096 -0.042 -0.085
0.002 -0.026 0.048
-0.073 0.053 -0.114
0.137 -0.079 -0.159
0.012 -0.045 -0.023
0.002 -0.013 0.069
-0.046 0.187 -0.044
-0.036 0.017 0.004
0.028 -0.093 0.056
0.068 -0.012 -0.077
0.120 -0.070 0.050
-0.184 -0.181 -0.067
-0.070 -0.094 -0.014
0.151 -0.006 -0.262
-0.108 0.022 -0.115
0.020 -0.058 -0.045
-0.015 0.088 -0.044
-0.102 -0.012 -0.138
-0.010 0.026 -0.013
-0.015 -0.020 -0.023
-0.007 -0.007 0.038
-0.001 -0.005 -0.010
-0.012 -0.006 0.001
0.016 -0.016 -0.053
0.001 0.021 -0.008
0.041 0.006 -0.007
0.050 -0.011 0.005
-0.008 0.007 -0.005
0.020 -0.006 -0.001
0.038 0.023 -0.005
-0.016 -0.005 0.003
0.023 -0.014 -0.010
0.027 -0.016 0.006
-0.030 0.020 0.007
-0.027 0.031 0.016
0.017 0.043 0.026
0.002 0.015 -0.018
-0.030 -0.013 -0.005
0.008 0.013 0.000
-0.028 -0.033 0.001
-0.008 0.008 0.021
-0.007 0.003 -0.018
-0.009 0.008 -0.013
0.026 -0.013 0.012
-0.005 0.008 0.029
-0.017 0.040 0.002
-0.018 0.021 0.000
-0.011 0.030 -0.039

---

5.
# C3H5BrO2S

A molecular structure, C3H5BrO2S at a distorted geometry (wB97M-V/def2-TZVPD, OMol25).

The HOMO-LUMO gap (spin up / spin down) comes out at 8.50 / 8.50 eV.

Atoms and positions in Å:
Br: -2.3003 -1.3876 -0.2116
S: -1.5991 0.8404 -0.1107
O: -1.9302 1.1233 1.2724
O: -2.3132 1.4817 -1.1880
C: 0.9549 -0.6963 -0.6139
C: 0.7549 0.6577 -0.2067
C: 1.1253 -0.3297 0.8488
H: 0.1831 -1.4138 -0.7449
H: 1.9497 -0.5175 1.5112
H: 1.8868 -0.7470 -1.3253
H: 0.2699 -0.6350 1.4968
H: 1.0181 1.6237 -0.7283

Cartesian forces, eV/Å:
0.284 0.125 -0.196
0.523 -0.135 1.168
0.395 0.309 -1.037
0.884 -0.142 0.488
3.187 -0.573 -1.258
-2.630 1.277 -0.083
-1.416 -0.084 0.544
-0.633 -0.271 -0.733
1.085 0.950 -0.504
-1.752 -0.397 1.519
0.129 0.220 -0.986
-0.054 -1.281 1.079

---

ΔE to the lowest compared entry with this formula, charge and spin
In order: 120.34, 3.85, 66.32, 14.94, 49.06
Unit: kcal per mole